(1)
DFT (ωB97M-V with the def2-TZVPD basis set) results for a 21-piece molecular cluster, C54H156N6O36 overall in a non-equilibrium geometry.

Summary:
HOMO level: -8.674 eV
orbital gap: 8.6 eV
maximum force: 0.0812 Eh/bohr

Cartesian coordinates (Å):
C1 2.715 8.082 0.889
O1 3.143 9.347 0.388
C2 4.069 10.097 1.218
C3 3.541 10.736 2.471
N1 2.604 11.811 2.227
C4 1.581 11.940 3.311
C5 2.035 12.181 4.778
O2 2.219 10.917 5.399
C6 2.557 11.169 6.789
H1 2.284 7.515 0.064
H2 2.018 8.099 1.727
H3 3.514 7.419 1.219
H4 4.492 10.826 0.526
H5 4.871 9.389 1.431
H6 4.356 11.150 3.064
H7 3.029 9.989 3.079
H8 2.040 11.627 1.410
H9 0.922 11.080 3.189
H10 1.130 12.841 2.894
H11 1.274 12.702 5.358
H12 2.947 12.771 4.690
H13 1.753 11.588 7.395
H14 3.433 11.806 6.910
H15 2.755 10.160 7.154
C7 -6.928 -0.224 -3.719
O3 -7.858 0.900 -3.888
C8 -7.819 1.883 -2.795
C9 -9.111 2.812 -2.822
N2 -9.169 3.682 -3.964
C10 -8.032 4.609 -4.038
C11 -8.049 5.277 -5.469
O4 -7.907 4.362 -6.521
C12 -7.494 4.960 -7.740
H16 -5.912 0.001 -4.043
H17 -7.170 -1.015 -4.429
H18 -6.972 -0.657 -2.720
H19 -6.890 2.436 -2.930
H20 -7.754 1.487 -1.782
H21 -9.406 3.409 -1.959
H22 -9.959 2.132 -2.909
H23 -8.898 3.151 -4.778
H24 -7.054 4.147 -3.907
H25 -8.115 5.238 -3.152
H26 -7.243 6.011 -5.459
H27 -9.001 5.770 -5.664
H28 -8.191 5.658 -8.203
H29 -7.302 4.162 -8.458
H30 -6.537 5.462 -7.597
C13 2.830 -13.515 0.237
O5 2.514 -13.038 -1.038
C14 3.350 -13.526 -2.034
C15 2.412 -13.469 -3.344
N3 2.212 -12.147 -3.869
C16 1.218 -12.182 -4.924
C17 0.906 -10.742 -5.402
O6 0.145 -9.997 -4.399
C18 -0.020 -8.622 -4.716
H31 3.896 -13.467 0.461
H32 2.520 -14.537 0.454
H33 2.268 -13.027 1.033
H34 3.615 -14.561 -1.814
H35 4.312 -13.053 -2.228
H36 1.494 -13.993 -3.076
H37 2.858 -14.155 -4.064
H38 1.866 -11.509 -3.167
H39 0.275 -12.653 -4.643
H40 1.608 -12.707 -5.795
H41 0.336 -10.794 -6.330
H42 1.879 -10.308 -5.633
H43 -0.359 -8.425 -5.733
H44 0.929 -8.094 -4.623
H45 -0.752 -8.185 -4.037
C19 -1.753 -3.043 -1.549
O7 -0.700 -2.211 -1.124
C20 0.361 -2.070 -2.128
C21 1.642 -1.512 -1.489
N4 1.589 -0.056 -1.422
C22 2.621 0.454 -0.538
C23 2.334 1.918 -0.160
O8 1.025 1.989 0.457
C24 0.998 2.048 1.875
H46 -2.518 -3.169 -0.783
H47 -1.305 -4.009 -1.782
H48 -2.286 -2.593 -2.387
H49 0.036 -1.483 -2.987
H50 0.677 -3.030 -2.537
H51 2.526 -1.979 -1.922
H52 1.565 -1.729 -0.424
H53 0.705 0.248 -1.040
H54 3.589 0.318 -1.019
H55 2.699 -0.179 0.346
H56 2.320 2.683 -0.935
H57 3.099 2.196 0.565
H58 1.493 1.286 2.478
H59 -0.052 1.935 2.145
H60 1.389 3.000 2.233
C25 8.009 3.390 -2.421
O9 7.701 2.693 -1.255
C26 7.784 3.435 -0.043
C27 8.047 2.420 1.063
N5 8.168 3.030 2.381
C28 8.199 2.026 3.484
C29 6.824 1.392 3.814
O10 6.467 0.277 3.049
C30 5.309 -0.463 3.434
H61 7.950 2.683 -3.248
H62 9.010 3.794 -2.264
H63 7.241 4.160 -2.498
H64 6.843 3.984 -0.022
H65 8.575 4.184 -0.079
H66 8.790 1.637 0.914
H67 7.193 1.745 1.006
H68 9.053 3.512 2.310
H69 8.368 2.615 4.385
H70 8.954 1.247 3.379
H71 6.056 2.160 3.732
H72 6.863 1.161 4.878
H73 4.398 0.130 3.355
H74 5.426 -0.847 4.448
H75 5.164 -1.382 2.865
C31 -4.947 -3.531 8.143
O11 -5.646 -2.272 8.150
C32 -7.008 -2.355 7.769
C33 -7.570 -0.891 7.753
N6 -6.944 -0.097 6.677
C34 -7.390 1.271 6.915
C35 -6.578 2.187 6.026
O12 -5.104 2.062 6.326
C36 -4.436 3.099 5.763
H76 -5.540 -4.310 8.622
H77 -4.006 -3.395 8.675
H78 -4.792 -3.768 7.090
H79 -7.447 -3.043 8.492
H80 -6.997 -2.865 6.805
H81 -7.420 -0.368 8.698
H82 -8.630 -0.909 7.500
H83 -5.955 -0.071 6.877
H84 -7.465 1.622 7.944
H85 -8.455 1.381 6.707
H86 -6.828 3.247 6.066
H87 -6.705 2.023 4.956
H88 -4.566 4.025 6.322
H89 -4.833 3.277 4.764
H90 -3.423 2.712 5.656
O13 6.425 -1.823 0.429
H91 5.903 -2.625 0.468
H92 6.383 -1.466 1.317
O14 -0.685 -7.505 0.864
H93 -1.027 -7.916 0.071
H94 -0.956 -8.088 1.573
O15 -1.112 4.764 -1.322
H95 -0.534 4.171 -0.842
H96 -0.848 4.666 -2.237
O16 4.300 -4.820 0.499
H97 4.547 -5.744 0.471
H98 3.343 -4.827 0.481
O17 7.421 -0.692 -2.771
H99 7.129 -0.887 -1.881
H100 7.443 0.264 -2.812
O18 6.806 -4.222 -2.739
H101 6.939 -3.306 -2.983
H102 6.395 -4.184 -1.876
C37 -5.348 -7.373 -6.703
C38 -5.426 -6.071 -5.839
O19 -6.223 -6.116 -4.728
O20 -4.563 -7.199 -7.867
H103 -6.347 -7.786 -6.839
H104 -4.795 -8.212 -6.281
H105 -5.874 -5.315 -6.485
H106 -4.394 -5.990 -5.501
H107 -5.900 -6.805 -4.143
H108 -5.175 -7.095 -8.599
C39 -1.774 3.742 -5.182
C40 -2.009 2.194 -4.864
O21 -1.047 1.356 -5.533
O22 -0.509 4.220 -4.662
H109 -2.657 4.303 -4.877
H110 -1.674 3.792 -6.266
H111 -3.018 1.956 -5.203
H112 -1.959 2.007 -3.791
H113 -0.147 1.539 -5.255
H114 0.233 3.738 -5.034
C41 3.251 3.274 8.732
C42 2.100 3.152 7.766
O23 1.873 1.765 7.203
O24 3.564 4.656 9.032
H115 4.168 2.899 8.276
H116 3.143 2.621 9.598
H117 2.215 3.883 6.965
H118 1.201 3.488 8.283
H119 0.995 1.481 7.468
H120 4.170 4.665 9.776
C43 -1.038 -3.796 -7.857
C44 -0.863 -4.452 -9.216
O25 -0.092 -3.734 -10.106
O26 0.111 -3.734 -7.057
H121 -1.857 -4.297 -7.341
H122 -1.426 -2.814 -8.128
H123 -1.854 -4.626 -9.635
H124 -0.344 -5.386 -9.001
H125 0.665 -3.363 -9.646
H126 0.753 -3.220 -7.553
C45 -3.753 2.236 0.627
C46 -3.475 0.812 0.093
O27 -2.133 0.699 -0.277
O28 -4.133 3.149 -0.415
H127 -2.941 2.659 1.219
H128 -4.619 2.143 1.282
H129 -4.121 0.652 -0.770
H130 -3.588 0.107 0.916
H131 -1.949 -0.204 -0.545
H132 -3.312 3.615 -0.587
C47 -5.802 -5.766 1.962
C48 -4.883 -4.683 2.400
O29 -5.045 -4.291 3.746
O30 -5.398 -6.948 2.556
H133 -5.733 -5.824 0.875
H134 -6.861 -5.557 2.107
H135 -5.091 -3.837 1.746
H136 -3.844 -4.992 2.292
H137 -5.655 -3.550 3.742
H138 -5.516 -6.962 3.508
C49 0.017 -3.313 3.509
C50 0.047 -3.747 4.930
O31 -0.721 -4.962 5.183
O32 0.719 -4.178 2.593
H139 0.401 -2.300 3.387
H140 -0.962 -3.377 3.036
H141 -0.347 -2.904 5.498
H142 1.039 -3.941 5.336
H143 -1.570 -4.643 5.496
H144 0.054 -4.834 2.372
C51 4.099 1.691 -5.703
C52 4.362 2.367 -7.080
O33 4.132 1.538 -8.270
O34 2.827 1.836 -5.194
H145 4.802 2.051 -4.952
H146 4.243 0.611 -5.748
H147 5.434 2.550 -7.160
H148 3.981 3.381 -7.196
H149 4.312 2.074 -9.045
H150 2.740 1.372 -4.358
C53 6.402 6.998 4.767
C54 5.121 6.155 4.717
O35 5.026 5.520 3.484
O36 7.553 6.240 4.895
H151 6.380 7.698 5.602
H152 6.474 7.509 3.807
H153 4.231 6.769 4.857
H154 5.065 5.404 5.505
H155 5.769 4.924 3.362
H156 7.633 5.724 4.089

Cartesian forces (eV/Å) of the 3 atoms listed first:
C 0.34 -0.30 -0.19
O -0.34 0.19 0.81
C 0.24 -1.05 -1.09



(2)
DFT (ωB97M-V with the def2-TZVPD basis set) results for C54H28F4IN9O5Ti as an isolated structure.

Summary:
HOMO level: -1.621 eV
orbital gap: 4.4 eV
maximum force: 0.0182 Eh/bohr
charge: -2

Cartesian coordinates (Å):
Ti1 1.005 0.066 0.656
O1 4.554 1.642 -2.394
C1 4.652 2.831 -1.772
C2 5.260 3.883 -2.459
C3 5.364 5.130 -1.875
C4 4.865 5.355 -0.595
C5 4.268 4.313 0.090
C6 4.157 3.044 -0.474
C7 3.507 1.933 0.267
O2 3.274 0.832 -0.357
N1 3.239 2.117 1.540
N2 2.598 0.982 2.000
C8 2.953 0.555 3.150
C9 2.506 -0.691 3.745
C10 2.894 -1.012 5.050
C11 2.562 -2.228 5.611
C12 1.842 -3.158 4.858
C13 1.460 -2.879 3.561
C14 1.788 -1.641 3.001
O3 1.400 -1.365 1.763
H1 3.975 1.088 -1.811
H2 5.625 3.692 -3.461
H3 5.828 5.939 -2.427
H4 4.935 6.336 -0.143
H5 3.870 4.456 1.086
H6 3.705 1.131 3.692
H7 3.466 -0.286 5.618
H8 2.857 -2.458 6.626
H9 1.576 -4.111 5.298
H10 0.881 -3.560 2.949
C15 -3.144 0.874 -0.766
C16 -3.057 0.341 -2.043
C17 -1.959 -0.429 -2.379
C18 -0.944 -0.635 -1.448
C19 -0.971 -0.048 -0.172
C20 -2.109 0.694 0.144
C21 0.194 -1.504 -1.748
C22 0.073 -2.558 -2.682
C23 1.084 -3.447 -2.810
C24 2.261 -3.295 -2.038
C25 3.330 -4.211 -2.128
C26 4.437 -4.066 -1.342
C27 4.509 -2.992 -0.437
C28 3.490 -2.084 -0.330
C29 2.337 -2.213 -1.134
N3 1.289 -1.322 -1.017
H11 -4.024 1.437 -0.477
H12 -3.857 0.500 -2.756
H13 -1.903 -0.880 -3.363
H14 -2.219 1.179 1.105
H15 -0.861 -2.706 -3.202
H16 0.974 -4.308 -3.459
H17 3.244 -5.033 -2.828
H18 5.254 -4.774 -1.408
H19 5.385 -2.877 0.190
H20 3.571 -1.252 0.348
F1 -3.458 -2.455 1.762
C30 -4.102 -2.243 0.588
C31 -5.189 -1.392 0.630
F2 -5.445 -0.799 1.817
C32 -5.980 -1.084 -0.479
C33 -5.536 -1.731 -1.637
C34 -4.417 -2.537 -1.685
F3 -4.053 -3.011 -2.898
C35 -3.636 -2.853 -0.576
C36 -2.447 -3.706 -0.631
C37 -1.435 -3.597 0.336
N4 -0.590 -3.518 1.129
C38 -2.181 -4.619 -1.668
N5 -1.937 -5.397 -2.495
F4 -6.188 -1.531 -2.801
C39 -7.096 -0.154 -0.442
C40 -7.775 0.173 0.753
N6 -8.374 0.457 1.704
C41 -7.595 0.485 -1.599
N7 -8.032 1.045 -2.515
N8 -3.342 1.906 6.554
C42 -2.721 1.649 5.623
C43 -1.896 1.317 4.490
C44 -1.883 0.025 3.978
C45 -1.033 -0.252 2.926
N9 -0.236 0.686 2.393
C46 -0.264 1.931 2.866
C47 -1.084 2.289 3.920
H21 -2.530 -0.745 4.372
H22 -1.001 -1.236 2.469
H23 0.376 2.648 2.372
H24 -1.096 3.307 4.280
I1 -1.072 2.746 -6.726
C48 -0.688 2.766 -4.668
C49 -1.519 3.495 -3.829
C50 -1.258 3.505 -2.468
C51 -0.191 2.782 -1.955
C52 0.623 2.044 -2.805
C53 0.385 2.042 -4.171
C54 0.039 2.767 -0.470
O4 -0.474 3.585 0.267
O5 0.870 1.834 -0.081
H25 -2.364 4.037 -4.230
H26 -1.892 4.056 -1.786
H27 1.443 1.470 -2.393
H28 1.028 1.481 -4.835

Cartesian forces (eV/Å) of the 3 atoms listed first:
Ti 0.83 0.35 -0.26
O -0.04 0.13 -0.17
C -0.09 0.02 0.01



(3)
DFT (ωB97M-V with the def2-TZVPD basis set) results for C54H33N16SSeZr as an isolated structure in a non-equilibrium geometry.

Summary:
HOMO level (alpha / beta): -8.234 / -8.233 eV
orbital gap (alpha / beta): 4.8 / 4.8 eV
maximum force: 0.0334 Eh/bohr
charge: +1

Cartesian coordinates (Å):
Zr1 0.677 0.011 -0.498
C1 -2.338 4.826 3.218
C2 -1.038 5.331 3.301
C3 -0.004 4.778 2.559
C4 -0.311 3.700 1.747
C5 0.517 2.892 0.849
N1 -0.251 1.874 0.271
C6 -1.549 2.030 0.780
N2 -2.586 1.316 0.599
C7 -2.605 0.129 -0.090
C8 -3.829 -0.174 -0.861
C9 -5.126 0.290 -0.738
C10 -6.059 -0.168 -1.656
C11 -5.701 -1.049 -2.680
C12 -4.386 -1.457 -2.834
C13 -3.460 -0.997 -1.911
C14 -2.002 -1.029 -1.929
N3 -1.382 -1.529 -2.975
C15 -0.186 -1.080 -3.339
N4 0.655 -0.247 -2.664
C16 1.743 0.024 -3.537
N5 2.794 0.731 -3.293
C17 2.939 1.479 -2.204
N6 2.002 1.623 -1.187
C18 2.465 2.576 -0.337
N7 1.760 3.156 0.667
C19 3.750 3.021 -0.752
C20 4.634 3.971 -0.224
C21 5.812 4.189 -0.895
C22 6.115 3.492 -2.088
C23 5.248 2.570 -2.625
C24 4.049 2.326 -1.941
C25 1.544 -0.688 -4.775
C26 2.295 -0.775 -5.946
C27 1.801 -1.568 -6.965
C28 0.576 -2.247 -6.845
C29 -0.173 -2.154 -5.689
C30 0.340 -1.379 -4.653
N8 -1.474 -0.362 -0.871
C31 -1.596 3.191 1.677
C32 -2.636 3.744 2.402
H1 -3.128 5.292 3.796
H2 -0.837 6.170 3.955
H3 1.008 5.162 2.616
H4 -5.391 0.995 0.041
H5 -7.084 0.176 -1.594
H6 -6.454 -1.389 -3.378
H7 -4.080 -2.087 -3.660
H8 4.390 4.505 0.687
H9 6.522 4.912 -0.514
H10 7.050 3.705 -2.592
H11 5.472 2.053 -3.551
H12 3.225 -0.229 -6.050
H13 2.362 -1.659 -7.888
H14 0.212 -2.839 -7.676
H15 -1.124 -2.661 -5.576
H16 -3.639 3.338 2.327
N9 5.186 -0.323 0.234
C33 4.191 -0.786 -0.526
N10 3.049 -0.546 0.072
C34 3.426 0.115 1.211
N11 4.716 0.251 1.353
C35 2.431 0.550 2.180
C36 2.771 1.225 3.351
N12 1.861 1.559 4.245
C37 0.601 1.201 3.987
C38 0.253 0.538 2.829
N13 1.166 0.222 1.900
H17 6.176 -0.332 0.058
H18 4.321 -1.304 -1.461
H19 3.803 1.495 3.543
H20 -0.147 1.468 4.724
H21 -0.767 0.231 2.628
N14 -0.394 -4.231 0.116
C39 -0.463 -4.017 1.474
C40 -1.065 -4.759 2.481
C41 -0.821 -4.357 3.775
C42 0.045 -3.287 4.039
C43 0.623 -2.552 3.026
C44 0.302 -2.869 1.703
N15 0.733 -2.342 0.468
C45 0.383 -3.275 -0.424
C46 1.020 -3.510 -1.723
C47 0.729 -4.533 -2.576
S1 1.929 -4.665 -3.772
C48 2.738 -3.323 -3.072
N16 2.175 -2.826 -2.018
H22 -0.786 -5.018 -0.370
H23 -1.679 -5.623 2.258
H24 -1.261 -4.902 4.601
H25 0.285 -3.050 5.068
H26 1.340 -1.790 3.262
H27 -0.119 -5.203 -2.570
H28 3.652 -2.950 -3.518
Se1 -2.760 -1.364 1.510
C49 -3.801 -0.459 2.834
C50 -5.158 -0.214 2.651
C51 -5.880 0.449 3.635
C52 -5.260 0.839 4.816
C53 -3.914 0.562 5.014
C54 -3.182 -0.079 4.022
H29 -5.649 -0.556 1.750
H30 -6.934 0.649 3.487
H31 -5.828 1.345 5.586
H32 -3.434 0.843 5.944
H33 -2.133 -0.306 4.180

Cartesian forces (eV/Å) of the 3 atoms listed first:
Zr 0.12 0.52 0.49
C -0.06 0.00 -0.01
C 0.03 0.00 0.00



> Which of these has the lowest maximum force?

C54H28F4IN9O5Ti



> The highest maximum force belongs to which entry?

C54H156N6O36